(1)
{
  "formula": "C37H40BrF4N5OSSbTl",
  "method": "ωB97M-V/def2-TZVPD",
  "species": ["Tl", "C", "N", "C", "C", "C", "N", "C", "C", "F", "C", "F", "C", "C", "F", "C", "F", "H", "H", "H", "H", "H", "H", "H", "H", "H", "H", "H", "Br", "C", "C", "C", "C", "C", "C", "N", "N", "C", "C", "C", "C", "O", "C", "N", "C", "C", "C", "C", "H", "H", "H", "H", "H", "H", "H", "H", "H", "C", "C", "Sb", "C", "C", "C", "C", "H", "H", "H", "H", "H", "H", "H", "H", "H", "H", "H", "H", "H", "H", "H", "S", "C", "C", "C", "C", "C", "C", "H", "H", "H", "H", "H"],
  "coordinates": [[-0.8329, -0.5520, 0.6271], [2.3851, -1.4006, 1.2482], [1.8523, -0.7259, 0.0719], [2.4389, 0.5889, -0.0994], [1.9941, -1.5185, -1.1422], [1.2729, -2.8516, -1.0920], [-0.1463, -2.6353, -0.8809], [-0.9883, -3.6623, -1.0197], [-2.3943, -3.4246, -0.9941], [-2.8132, -2.1468, -0.8329], [-3.3456, -4.3946, -1.1462], [-4.6472, -4.0310, -1.1153], [-3.0268, -5.7295, -1.3451], [-1.6765, -6.0060, -1.3744], [-1.2758, -7.2890, -1.5478], [-0.7011, -5.0451, -1.2261], [0.5852, -5.4868, -1.2368], [3.4421, -1.6848, 1.1129], [1.8085, -2.2980, 1.4792], [2.3115, -0.7369, 2.1105], [3.5249, 0.5354, -0.2953], [2.2767, 1.1907, 0.7974], [1.9610, 1.0987, -0.9403], [3.0656, -1.6985, -1.3540], [1.5837, -0.9308, -1.9704], [1.7328, -3.4852, -0.3240], [1.4802, -3.3414, -2.0510], [-3.7797, -6.4973, -1.4440], [4.8187, -2.2184, -4.6312], [4.0201, -0.5077, -4.8687], [3.7924, 0.3024, -3.7707], [3.1964, 1.5430, -3.9468], [2.8394, 2.0025, -5.2210], [3.1022, 1.1668, -6.3092], [3.6743, -0.0855, -6.1409], [2.3903, 3.3109, -5.5010], [1.7239, 3.9974, -4.6589], [0.9704, 3.5034, -3.6228], [0.8228, 4.4293, -2.5629], [0.2925, 4.1080, -1.3480], [-0.2259, 2.7937, -1.0794], [-0.6426, 2.4520, 0.0281], [-0.2504, 1.8506, -2.2361], [-0.8496, 0.6585, -2.0291], [-0.9714, -0.1825, -3.0354], [-0.5564, 0.1379, -4.3320], [0.0785, 1.3322, -4.5494], [0.3066, 2.2204, -3.4788], [4.0584, -0.0370, -2.7781], [3.0076, 2.1692, -3.0857], [2.8437, 1.5255, -7.2991], [3.8596, -0.7269, -6.9928], [1.2393, 5.4171, -2.7374], [0.2552, 4.8234, -0.5355], [-1.4183, -1.1444, -2.8067], [-0.7302, -0.5560, -5.1450], [0.3818, 1.6026, -5.5494], [-2.4421, 5.2333, 5.0851], [-3.2094, 4.4009, 4.0521], [-1.8709, 3.6917, 2.4761], [-1.1585, 1.9469, 3.5597], [-1.9144, 1.5464, 4.8259], [-3.3791, 2.6165, 1.3522], [-4.7861, 2.5766, 1.9532], [-3.0873, 5.5843, 5.8978], [-1.9843, 6.1139, 4.6238], [-1.6308, 4.6569, 5.5423], [-3.9830, 5.0082, 3.5724], [-3.7112, 3.5571, 4.5298], [-0.0979, 2.1008, 3.7686], [-1.2140, 1.1316, 2.8337], [-1.8298, 2.2950, 5.6185], [-1.5275, 0.5982, 5.2101], [-2.9778, 1.3936, 4.6256], [-2.9684, 1.6107, 1.2482], [-3.3895, 3.0475, 0.3500], [-4.7872, 2.1440, 2.9564], [-5.4545, 1.9667, 1.3367], [-5.2257, 3.5747, 2.0268], [-1.7924, -2.5827, 2.9028], [-0.2191, -2.9424, 3.5666], [0.5149, -1.9893, 4.3071], [1.7746, -2.2681, 4.8245], [2.3736, -3.5070, 4.6191], [1.6813, -4.4578, 3.8714], [0.4228, -4.1835, 3.3530], [0.0637, -1.0153, 4.4655], [2.2993, -1.5058, 5.3921], [3.3555, -3.7244, 5.0240], [2.1354, -5.4253, 3.6818], [-0.0976, -4.9233, 2.7558]],
  "atomic_forces_ev_per_a": [[-0.1, -0.3, 0.0], [0.0, 0.0, 0.0], [0.1, 0.0, 0.1], [-0.1, 0.0, 0.0], [0.0, 0.1, 0.0], [-0.2, 0.0, 0.0], [-0.2, -0.1, 0.0], [0.3, 0.1, 0.0], [0.0, 0.0, 0.0], [0.0, 0.1, 0.0], [0.1, 0.0, 0.0], [-0.1, 0.0, 0.0], [-0.1, -0.1, 0.0], [0.1, 0.1, 0.0], [0.0, -0.1, 0.0], [0.0, 0.1, 0.0], [0.1, 0.0, 0.0], [0.0, 0.0, 0.0], [0.0, 0.0, 0.0], [0.0, 0.0, 0.0], [0.0, 0.0, 0.0], [0.0, 0.0, 0.0], [0.1, -0.1, 0.1], [0.0, 0.0, 0.0], [0.0, 0.0, 0.0], [0.0, 0.0, 0.0], [0.0, -0.1, -0.1], [0.0, 0.0, 0.0], [0.0, 0.0, 0.0], [0.0, 0.0, -0.1], [-0.1, 0.2, 0.1], [0.2, 0.0, 0.0], [-0.1, -0.2, 0.0], [0.0, 0.0, 0.0], [0.0, 0.0, 0.0], [0.1, 0.1, 0.3], [-0.2, -0.2, -0.2], [-0.1, 0.1, 0.2], [0.1, -0.1, -0.2], [-0.1, -0.2, 0.1], [0.3, 0.2, -0.3], [-0.2, -0.3, 0.5], [0.0, 0.0, 0.0], [0.1, 0.2, -0.2], [-0.1, 0.0, 0.2], [0.0, 0.0, 0.0], [0.0, 0.0, 0.0], [0.1, 0.1, -0.2], [0.0, 0.0, 0.0], [0.0, 0.0, 0.0], [0.0, 0.0, 0.0], [0.0, 0.0, 0.0], [0.0, 0.0, 0.0], [0.0, 0.0, 0.0], [0.0, 0.0, 0.0], [0.0, 0.0, 0.0], [0.1, 0.0, 0.0], [-0.1, -0.1, 0.0], [0.1, 0.1, 0.1], [-0.1, 0.0, 0.1], [0.0, 0.0, 0.0], [0.0, 0.0, -0.1], [-0.1, 0.0, 0.1], [0.1, 0.0, -0.1], [0.0, 0.0, 0.0], [0.0, 0.0, 0.0], [-0.1, 0.0, 0.0], [0.0, 0.0, 0.0], [0.0, 0.1, 0.0], [0.0, 0.0, 0.0], [0.0, 0.1, 0.1], [0.0, 0.0, 0.0], [0.0, 0.0, 0.0], [0.1, 0.0, 0.0], [0.0, 0.0, 0.0], [0.0, 0.0, 0.0], [0.0, 0.0, 0.0], [0.0, 0.0, 0.0], [0.0, 0.0, 0.0], [0.1, -0.1, 0.1], [0.2, 0.1, -0.1], [0.0, -0.1, 0.0], [-0.1, 0.0, -0.1], [-0.1, 0.0, 0.0], [-0.1, 0.1, 0.0], [0.0, 0.1, 0.1], [0.0, 0.0, 0.0], [0.0, 0.0, 0.0], [0.0, 0.0, 0.0], [0.0, 0.0, 0.0], [0.0, 0.0, 0.0]],
  "mulliken_charge": [0.746, -1.119, 1.006, -0.633, 0.165, -1.437, 0.455, 0.246, -0.181, -0.361, 0.160, -0.348, -0.693, 0.172, -0.363, 0.277, -0.381, 0.215, 0.122, 0.429, 0.270, 0.262, -0.200, 0.158, -0.397, 0.403, 0.499, 0.467, -0.234, 0.112, -0.248, 0.075, -0.500, -0.038, -0.541, -0.820, -0.479, 0.012, -0.079, -1.086, 0.281, 0.227, -0.453, -0.198, -0.125, -0.998, -0.448, 1.329, 0.466, 0.387, 0.423, 0.384, 0.378, 0.403, 0.210, 0.426, 0.607, -1.272, -0.752, 0.327, -0.019, -1.010, -0.314, -1.226, 0.352, 0.328, 0.290, 0.400, 0.347, 0.495, -0.572, 0.253, 0.317, 0.180, -0.128, 0.458, 0.250, 0.380, 0.324, -0.341, 0.134, -0.085, -0.513, -0.444, -0.431, -0.622, 0.119, 0.351, 0.341, 0.332, 0.337],
  "e_homo_ev": -1.58,
  "gap_ev": 5.429,
  "relative_energy_ev": 0.000,
  "energy_ev": -151494.6343,
  "charge": -2,
  "spin_multiplicity": 1,
  "fmax_ev_per_a": 0.573
}

***

(2)
{
  "formula": "C5H5N3O2",
  "method": "ωB97M-V/def2-TZVPD",
  "species": ["H", "N", "C", "O", "C", "C", "N", "C", "O", "C", "N", "H", "H", "H", "H"],
  "coordinates": [[2.8698, 1.5692, 1.9933], [1.7222, 1.7237, 1.8496], [1.6160, 1.2256, 0.6990], [2.9791, 0.6047, 0.3756], [0.5160, 0.4694, 0.0952], [-0.7909, 0.3395, 0.4671], [-1.3214, -0.5713, -0.4266], [-2.6793, -0.8928, -0.5795], [-3.0702, -1.6402, -1.4318], [-0.2794, -1.0577, -1.1846], [0.8162, -0.4028, -0.9389], [2.7682, -0.0728, -0.2916], [-1.3788, 0.8123, 1.2465], [-3.3345, -0.2991, 0.0830], [-0.4330, -1.8077, -1.9561]],
  "atomic_forces_ev_per_a": [[-3.8, 1.1, 0.1], [2.3, 0.8, 0.1], [4.2, -3.3, 2.0], [-3.0, 0.7, -1.5], [-0.3, 0.4, -0.3], [0.2, 0.7, -0.2], [0.0, -0.6, 0.5], [-0.2, 0.1, -0.6], [0.1, 0.1, 0.5], [-0.1, 0.6, -0.7], [-0.2, -0.4, 0.2], [0.5, 0.1, -0.1], [0.2, -0.1, -0.3], [0.1, -0.3, 0.0], [0.0, 0.2, 0.3]],
  "mulliken_charge": [0.335, -0.634, 0.266, -0.592, 0.405, -0.314, 0.143, 0.183, -0.462, -0.160, -0.618, 0.383, 0.381, 0.289, 0.395],
  "e_homo_ev": -9.71,
  "gap_ev": 9.446,
  "relative_energy_ev": 1.212,
  "energy_ev": -13829.6279,
  "spin_multiplicity": 1,
  "fmax_ev_per_a": 5.711,
  "smiles": "[H]/N=C(\\O)c1cn(C=O)cn1"
}

***

(3)
{
  "formula": "C18H22F3N3O4",
  "method": "ωB97M-V/def2-TZVPD",
  "species": ["C", "C", "C", "N", "C", "C", "O", "O", "C", "C", "C", "C", "N", "C", "C", "C", "C", "O", "C", "F", "F", "F", "C", "C", "C", "O", "N", "C", "H", "H", "H", "H", "H", "H", "H", "H", "H", "H", "H", "H", "H", "H", "H", "H", "H", "H", "H", "H", "H", "H"],
  "coordinates": [[-2.3788, 5.0722, 3.3781], [-1.9877, 3.7896, 4.0225], [-0.4265, 3.7178, 3.9793], [-0.0018, 2.4795, 4.6119], [0.1686, 2.5661, 6.0479], [0.5419, 1.4112, 3.8296], [1.0574, 0.5278, 4.5659], [0.2922, 1.2315, 2.4497], [0.6510, 0.0331, 1.8520], [1.1989, 0.3689, 0.4727], [0.0294, 0.2325, -0.4583], [0.4096, -0.1780, -1.8818], [-0.0560, -1.5360, -1.9773], [-0.1973, -2.2521, -3.1429], [-0.5696, -1.8158, -4.4489], [-0.2532, -2.5251, -5.5977], [0.4004, -3.7253, -5.4965], [0.8197, -4.4043, -6.6488], [2.2434, -4.4022, -6.9979], [2.8956, -5.2617, -6.1463], [2.8153, -3.1895, -6.9905], [2.0727, -4.8919, -8.2053], [0.6679, -4.1716, -4.2375], [0.3124, -3.5222, -3.1156], [-0.4518, -1.9981, -0.7274], [-0.8743, -3.0966, -0.3353], [-0.6379, -0.8560, 0.0696], [-0.6208, -0.7364, 1.5283], [-3.5156, 5.0501, 3.3849], [-1.9244, 5.8917, 3.9284], [-2.0251, 5.1995, 2.3645], [-2.2863, 3.7587, 5.1116], [-2.4399, 3.0215, 3.3947], [-0.1506, 3.7663, 2.9417], [-0.0126, 4.5606, 4.4964], [1.0728, 3.1114, 6.3789], [-0.6494, 3.1159, 6.5826], [-0.0380, 1.5467, 6.4129], [1.3573, -0.5523, 2.5378], [1.6065, 1.4482, 0.4768], [2.0354, -0.2616, 0.1320], [-0.5903, 1.0250, -0.4490], [-0.1812, 0.4030, -2.5623], [1.4868, -0.0529, -2.0587], [-1.0613, -0.8401, -4.5027], [-0.4569, -2.0252, -6.5052], [1.0637, -5.2038, -4.1003], [0.6231, -3.9003, -2.2164], [-0.5501, -1.7555, 1.8579], [-1.4845, -0.1744, 1.9939]],
  "atomic_forces_ev_per_a": [[-2.0, 0.6, 0.5], [1.6, 0.2, 0.4], [-2.1, -1.3, 0.0], [0.7, 0.4, -3.5], [-1.0, -0.7, 0.8], [0.0, -2.5, 4.4], [-0.6, 1.4, -3.2], [-0.2, 3.4, 3.6], [1.6, -1.7, 0.4], [2.1, 2.6, 0.0], [3.0, -1.2, -1.2], [-0.5, 0.6, -0.2], [-0.4, 0.1, 1.7], [0.5, -0.8, -2.6], [-0.1, 1.2, 2.1], [-0.2, 0.6, 0.8], [0.6, 0.4, -0.8], [1.7, 0.9, 0.8], [-4.0, -0.7, 1.6], [-0.2, 1.4, -1.6], [-0.3, -1.4, 0.0], [2.2, -0.1, -0.6], [0.3, -3.8, -0.5], [0.1, 0.9, -0.4], [-3.0, -0.9, 2.1], [1.6, 1.3, -1.5], [-1.1, -1.4, 0.4], [-0.5, -1.1, -0.2], [1.3, 0.9, -0.1], [-0.5, 0.4, 0.2], [0.0, -0.4, -0.4], [-0.1, -0.2, -1.3], [0.2, -0.6, 0.6], [0.5, -0.1, -0.4], [0.3, 0.5, 0.3], [0.0, -0.9, -0.2], [0.2, 0.0, -1.2], [1.2, 0.4, 0.3], [-1.0, 0.9, -1.0], [-0.4, -1.6, 0.1], [-0.4, -0.1, 0.3], [-1.9, 3.2, 0.0], [0.1, 0.6, -0.6], [-0.3, -0.2, -0.2], [0.2, -0.2, -0.4], [-0.2, 0.0, -1.1], [0.0, 1.0, -0.3], [0.5, -1.0, 2.1], [-0.4, -0.4, 0.7], [0.6, -0.8, -0.9]],
  "mulliken_charge": [-1.275, 0.085, -1.168, 0.391, -1.037, 0.481, -0.685, -0.330, 0.254, -1.041, -0.038, -0.908, 0.265, 0.412, -0.770, -0.542, 0.334, -0.431, 0.817, -0.232, -0.221, -0.232, -0.237, -0.575, 0.412, -0.686, -0.025, -0.982, 0.328, 0.337, 0.330, 0.228, 0.197, 0.418, 0.447, 0.312, 0.334, 0.350, 0.474, 0.311, 0.345, 0.638, 0.358, 0.287, 0.338, 0.465, 0.308, 0.502, 0.321, 0.335],
  "e_homo_ev": -8.54,
  "gap_ev": 9.095,
  "relative_energy_ev": 3.462,
  "energy_ev": -39834.1211,
  "spin_multiplicity": 1,
  "fmax_ev_per_a": 5.066,
  "smiles": "CCCN(C)C(=O)O[C@@H]1C[C@H]2CN(c3ccc(OC(F)(F)F)cc3)C(=O)N2C1"
}

***

(4)
{
  "formula": "C6H9N",
  "method": "ωB97M-V/def2-TZVPD",
  "species": ["C", "C", "N", "C", "C", "C", "C", "H", "H", "H", "H", "H", "H", "H", "H", "H"],
  "coordinates": [[1.4474, 1.3797, -0.0750], [0.3935, 0.7719, -0.8959], [1.7177, 0.0932, -0.7287], [1.0266, -0.9946, 0.0344], [-0.3165, -0.2789, -0.0781], [-1.3236, -0.0706, 1.0078], [-1.7089, -0.7727, -0.2697], [1.2950, 1.4349, 1.0031], [2.0295, 2.1910, -0.5040], [0.0753, 1.1402, -1.8685], [1.4191, -1.1738, 1.0437], [1.0904, -1.9176, -0.5497], [-1.6988, 0.9305, 1.2038], [-1.2040, -0.6904, 1.8942], [-1.9258, -1.8370, -0.2456], [-2.3170, -0.2059, -0.9717]],
  "atomic_forces_ev_per_a": [[0.1, 0.2, 0.1], [-0.3, 0.2, -0.2], [0.2, -0.1, -0.1], [0.0, -0.2, 0.1], [0.0, 0.0, 0.0], [0.0, 0.1, 0.2], [-0.1, -0.1, -0.2], [0.1, -0.1, -0.1], [-0.1, -0.1, 0.1], [0.0, 0.0, 0.2], [0.0, 0.1, -0.1], [0.0, 0.1, 0.1], [0.0, -0.1, -0.1], [0.0, 0.1, -0.1], [0.1, 0.1, 0.0], [0.1, -0.1, 0.1]],
  "mulliken_charge": [-0.276, -0.269, -0.513, -0.445, 0.507, -0.792, -0.599, 0.190, 0.256, 0.357, 0.293, 0.282, 0.250, 0.253, 0.250, 0.255],
  "e_homo_ev": -8.91,
  "gap_ev": 10.006,
  "relative_energy_ev": 3.132,
  "energy_ev": -7855.0277,
  "spin_multiplicity": 1,
  "fmax_ev_per_a": 0.413,
  "smiles": "C1[C@H]2N1CC21CC1"
}